Below is a 25-piece molecular cluster, C69H146Cl6F9N22O19S3 overall, with properties calculated with the ωB97M-V functional and the def2-TZVPD basis.

Geometry as XYZ:
```
274
Properties=species:S:1:pos:R:3:forces:R:3:mulliken_charge:R:1
C -2.948 -8.741 -10.258 1.8 -0.4 0.1 -0.032
C -2.600 -9.145 -11.674 -4.4 -1.3 -0.4 0.081
O -3.279 -9.949 -12.290 2.7 1.7 0.7 -0.464
N -1.643 -8.253 -12.432 -0.1 -1.4 0.4 0.818
H -1.993 -8.190 -13.377 0.1 -0.7 -0.6 0.354
H -1.803 -7.309 -12.111 0.5 1.0 0.7 -0.639
C -0.202 -8.803 -12.355 -1.2 1.4 0.2 -0.540
H -3.906 -9.126 -9.909 -0.1 0.3 -0.6 0.532
H -2.726 -7.697 -10.036 -0.5 0.2 -0.2 -0.398
H -2.237 -9.217 -9.584 0.3 -0.3 0.1 0.290
H -0.245 -9.804 -12.786 0.4 0.3 -0.1 0.485
H 0.060 -8.805 -11.297 0.2 -0.2 -0.1 0.360
H 0.345 -8.020 -12.879 0.6 -0.7 -0.2 -0.002
C -0.272 -7.475 -18.551 0.2 0.5 1.0 -0.881
C -0.510 -6.020 -18.217 1.1 2.1 -3.3 0.454
O -0.227 -5.102 -18.992 -1.2 -2.4 3.4 -0.459
N -1.160 -5.658 -16.840 1.4 0.1 0.0 0.308
H -2.003 -5.121 -16.987 -0.2 0.3 -0.3 0.422
H -1.399 -6.515 -16.363 -0.2 -0.6 0.0 0.347
C -0.226 -4.936 -15.841 0.3 -0.5 -0.2 -0.031
H 0.587 -7.482 -19.221 -0.3 -0.1 -0.1 0.223
H -1.136 -7.937 -19.029 -0.1 0.2 -0.1 0.387
H -0.012 -8.038 -17.654 0.0 -0.1 0.1 0.280
H -0.829 -4.660 -14.976 -0.1 0.2 -0.1 -0.028
H 0.330 -4.115 -16.294 -0.6 0.2 -0.2 -0.199
H 0.496 -5.683 -15.513 0.0 -0.3 -0.1 0.067
C 3.659 -6.108 -18.473 -0.9 0.2 -0.1 -0.427
C 4.562 -6.066 -17.310 2.7 2.4 1.0 0.430
O 5.172 -5.084 -16.843 -2.4 -3.8 -1.5 -0.383
N 4.906 -7.455 -16.787 2.5 1.7 0.1 0.272
H 4.193 -7.770 -16.144 -1.0 -0.2 1.1 -0.170
H 4.883 -8.131 -17.538 -0.3 -0.2 -0.6 0.482
C 6.376 -7.534 -16.243 -1.2 -1.0 0.2 -1.037
H 3.186 -5.132 -18.575 0.0 -0.1 -0.1 -0.257
H 2.923 -6.909 -18.401 -0.2 0.1 0.5 0.464
H 4.161 -6.366 -19.405 0.6 0.3 0.0 0.280
H 7.058 -7.162 -17.007 -0.3 -0.1 0.1 0.410
H 6.448 -8.609 -16.077 0.6 0.0 -0.2 0.520
H 6.516 -7.093 -15.256 -0.5 0.5 -0.3 0.287
C 3.212 -4.037 -4.153 -1.5 0.2 -0.1 -0.978
C 1.954 -3.247 -4.616 1.5 2.5 1.0 0.642
O 1.527 -2.226 -4.097 0.5 -3.3 -1.9 -0.450
N 1.423 -3.676 -6.030 -1.0 -0.2 2.9 0.638
H 1.353 -2.860 -6.621 -0.3 0.5 -0.5 0.166
H 2.039 -4.361 -6.444 1.0 -0.8 -0.7 -0.345
C 0.051 -4.331 -5.827 0.9 0.8 -0.9 -0.575
H 4.057 -3.775 -4.790 -0.1 0.2 -0.1 0.279
H 3.088 -5.114 -4.266 -0.1 0.0 0.0 0.342
H 3.400 -3.777 -3.111 0.0 0.0 -0.2 0.347
H 0.224 -5.375 -5.564 -0.2 0.2 0.0 0.335
H -0.408 -4.220 -6.810 -0.3 -0.3 0.2 -0.150
H -0.488 -3.759 -5.073 0.1 -0.2 -0.1 0.556
C 3.772 -9.796 -13.060 0.1 0.2 0.2 -0.940
C 4.940 -8.939 -12.680 -0.3 -1.1 -0.9 0.436
O 5.608 -8.328 -13.446 0.6 0.7 -0.2 -0.377
N 5.317 -8.922 -11.227 0.3 1.9 -2.6 0.583
H 4.533 -9.349 -10.755 -1.8 -0.6 2.0 -0.394
H 6.096 -9.558 -11.123 0.5 -0.1 0.3 0.438
C 5.643 -7.525 -10.769 0.7 -0.6 3.2 -0.473
H 3.645 -9.897 -14.138 0.5 0.1 0.1 0.348
H 2.878 -9.271 -12.726 -0.2 -0.3 0.5 0.053
H 3.880 -10.772 -12.585 -0.4 0.0 0.2 0.474
H 6.695 -7.247 -10.829 -0.3 -0.2 -1.0 0.032
H 5.556 -7.661 -9.691 -0.2 0.1 0.4 0.567
H 4.982 -6.670 -10.906 -0.2 -0.7 -1.2 -0.128
C 9.075 -1.874 -14.404 -1.3 -0.6 -0.5 -0.361
C 8.580 -2.550 -15.700 2.4 1.9 -1.9 0.549
O 9.119 -2.521 -16.809 -2.0 -0.6 3.5 -0.509
N 7.166 -3.107 -15.640 0.2 2.0 -0.2 0.876
H 7.121 -3.735 -16.429 -0.4 -0.4 -0.2 0.287
H 7.025 -3.583 -14.760 -0.4 -0.8 1.0 -0.381
C 6.122 -1.963 -15.806 0.1 -0.8 -0.8 -0.597
H 8.312 -1.158 -14.097 -0.1 0.7 -0.6 -0.203
H 10.026 -1.349 -14.491 -0.1 -0.4 -0.2 0.501
H 8.946 -2.493 -13.517 0.7 -0.8 -0.2 0.178
H 5.125 -2.403 -15.828 0.1 -0.2 0.3 0.049
H 6.274 -1.578 -16.814 0.3 0.2 0.2 0.403
H 6.196 -1.178 -15.054 0.3 -0.3 0.1 0.089
C 5.030 5.555 -12.033 0.3 -0.1 -1.1 -1.071
C 3.736 4.762 -11.931 -1.0 3.7 0.0 0.595
O 2.662 5.315 -11.839 1.5 -2.2 -0.4 -0.445
N 3.896 3.291 -11.702 -1.6 -0.4 -1.0 0.275
H 4.889 3.141 -11.813 1.2 -1.1 -1.1 0.159
H 3.750 3.243 -10.703 -0.6 -0.6 0.5 0.453
C 2.898 2.332 -12.522 0.3 1.4 1.2 -0.921
H 5.575 5.554 -11.089 -0.1 0.1 0.1 0.364
H 4.870 6.563 -12.415 -0.7 0.1 0.8 0.377
H 5.743 5.253 -12.800 0.0 -1.1 0.1 0.259
H 2.975 1.305 -12.163 0.4 0.3 0.1 0.163
H 3.018 2.381 -13.604 0.7 0.3 0.4 0.221
H 1.930 2.768 -12.276 0.0 -0.1 0.1 0.615
C -4.878 -2.329 -10.334 0.4 0.5 -0.4 -0.538
C -3.595 -1.616 -9.856 -0.1 1.5 -2.0 0.560
O -3.123 -0.574 -10.329 -1.4 -3.3 1.7 -0.557
N -2.839 -2.424 -8.854 -1.3 1.4 -0.4 1.557
H -3.138 -3.385 -8.939 0.0 -1.3 0.0 -0.280
H -1.858 -2.290 -9.053 1.7 -0.1 0.1 -0.471
C -3.133 -1.983 -7.459 0.5 0.5 0.4 -0.496
H -4.622 -3.279 -10.802 0.5 -0.1 0.1 -0.333
H -5.351 -1.751 -11.128 0.0 0.3 0.3 0.165
H -5.633 -2.595 -9.593 0.3 0.3 0.4 0.572
H -3.114 -0.893 -7.485 -0.5 -0.1 0.3 0.423
H -2.291 -2.269 -6.828 -0.1 -0.2 -0.1 -0.019
H -4.058 -2.448 -7.118 0.1 0.3 -0.1 0.346
C -4.825 0.476 -17.257 -0.1 0.2 -0.2 -0.822
C -3.939 0.746 -18.490 0.5 4.2 -1.4 0.417
O -3.701 1.846 -19.016 -0.9 -5.5 2.3 -0.372
N -3.212 -0.546 -19.053 0.2 1.1 1.3 0.026
H -3.944 -1.240 -19.016 0.1 -0.8 0.1 0.398
H -3.004 -0.407 -20.031 0.3 0.4 -0.6 0.394
C -1.918 -0.865 -18.284 0.5 -0.5 -0.2 -1.123
H -5.174 -0.516 -16.969 0.9 -0.6 -0.7 0.313
H -5.802 0.954 -17.331 0.3 0.8 -0.4 0.485
H -4.308 0.882 -16.388 0.1 0.2 -0.1 0.100
H -2.028 -1.250 -17.270 -0.8 0.5 0.0 0.219
H -1.232 -0.018 -18.286 -0.5 0.3 -0.1 0.463
H -1.339 -1.662 -18.752 -0.4 0.0 -0.6 0.456
C -5.903 -6.016 -11.156 1.5 -0.4 -0.2 -0.485
C -5.391 -6.719 -12.374 -1.7 -5.9 0.5 0.570
O -5.311 -7.965 -12.467 0.5 5.4 -0.4 -0.491
N -5.241 -5.881 -13.667 -2.5 -0.9 1.0 0.360
H -5.616 -4.991 -13.371 0.3 0.6 -0.2 0.295
H -4.247 -5.795 -13.822 0.7 0.2 -0.2 -0.074
C -6.124 -6.459 -14.806 2.1 -0.4 -0.5 -0.738
H -5.972 -6.718 -10.325 -0.4 -0.3 -0.2 0.357
H -6.847 -5.496 -11.320 0.2 0.3 0.0 0.477
H -5.032 -5.432 -10.859 -0.3 1.0 0.2 -0.313
H -6.230 -7.527 -14.617 -0.4 0.2 0.2 0.357
H -5.442 -6.404 -15.655 -0.4 0.1 -0.3 0.308
H -7.045 -5.926 -15.044 0.2 0.1 0.7 0.316
C 0.526 -8.544 -6.900 -0.3 1.0 0.5 0.034
C -0.300 -9.764 -6.551 0.2 -0.8 -1.0 -0.832
N -0.989 -9.674 -5.285 -2.7 1.1 1.3 0.306
C -0.428 -9.829 -4.049 0.2 -0.4 0.6 -0.199
C -1.370 -9.585 -3.075 -0.5 0.0 -1.1 -0.634
N -2.538 -9.301 -3.755 -0.4 0.1 -2.3 0.142
C -2.309 -9.318 -5.105 1.7 -0.7 1.7 -0.340
C -3.842 -8.889 -3.189 0.0 0.7 0.9 -0.811
H 1.247 -8.269 -6.131 0.3 -0.5 0.0 0.437
H -0.132 -7.676 -6.921 -0.3 0.1 -0.3 -0.234
H 1.064 -8.589 -7.847 0.0 -0.4 0.1 0.062
H 0.290 -10.681 -6.545 0.2 0.1 0.2 0.393
H -1.087 -9.978 -7.274 0.1 0.3 -0.2 0.153
H 0.566 -10.249 -4.018 0.0 0.3 0.4 0.499
H -1.421 -9.555 -1.997 0.5 -0.3 -0.1 0.484
H -3.040 -9.102 -5.869 0.1 0.0 0.0 0.453
H -4.731 -9.109 -3.779 0.6 -0.3 -0.5 0.331
H -3.794 -7.810 -3.042 -0.1 -0.1 0.0 0.343
H -4.037 -9.332 -2.212 0.5 -0.2 -0.1 0.353
C 12.327 -8.948 -9.440 -0.5 0.0 0.3 -1.129
C 12.251 -9.324 -10.902 1.3 -1.4 -0.1 -0.439
N 11.265 -8.599 -11.654 -3.6 2.2 -2.2 0.181
C 9.852 -8.509 -11.336 0.7 2.6 -3.2 -0.699
C 9.283 -7.552 -12.287 2.7 -2.1 2.6 -0.006
N 10.334 -7.103 -13.044 2.6 -1.4 -0.6 0.217
C 11.513 -7.802 -12.761 -2.8 -0.4 2.9 -0.080
C 10.243 -6.051 -14.062 -0.4 0.4 -0.7 -0.852
H 12.484 -7.875 -9.330 0.4 -0.1 0.1 0.326
H 13.078 -9.560 -8.939 0.3 0.4 -0.2 0.377
H 11.426 -9.181 -8.873 -0.3 -0.1 -0.3 0.356
H 12.126 -10.393 -11.075 -0.6 -0.1 0.3 0.352
H 13.209 -9.185 -11.402 0.1 0.5 0.1 0.333
H 9.367 -9.040 -10.530 0.4 0.0 -0.1 0.424
H 8.334 -7.048 -12.403 -0.2 -0.2 0.2 0.207
H 12.498 -7.797 -13.203 -0.2 0.6 -0.3 0.426
H 9.653 -5.213 -13.689 0.1 -0.1 0.4 0.261
H 9.739 -6.373 -14.973 -0.2 -0.5 0.2 0.264
H 11.196 -5.676 -14.433 0.2 -0.3 0.7 0.396
C -0.466 -0.515 -12.014 -0.5 -0.8 0.6 -0.305
C -0.946 -0.422 -13.454 1.5 0.6 0.0 -0.150
N -2.391 -0.427 -13.725 -0.3 0.1 1.8 0.807
C -3.062 -1.572 -14.043 -1.9 0.6 -0.7 0.431
C -4.414 -1.254 -13.970 0.2 0.2 -0.3 -1.958
N -4.537 0.087 -13.566 3.7 -2.8 -0.9 0.487
C -3.294 0.481 -13.323 0.8 1.0 -0.4 -0.398
C -5.665 0.842 -13.251 -2.5 0.4 0.9 -0.847
H -0.734 0.348 -11.403 -0.2 -0.2 0.0 0.637
H 0.616 -0.624 -11.933 0.2 0.3 -0.6 0.102
H -0.799 -1.446 -11.556 -0.4 0.2 0.3 -0.448
H -0.525 -1.249 -14.025 -0.1 0.2 -0.2 -0.439
H -0.485 0.505 -13.796 -0.4 0.0 -0.7 0.269
H -2.522 -2.418 -14.441 -0.3 -0.1 0.4 0.548
H -5.322 -1.790 -14.199 0.3 -0.2 -0.1 0.561
H -3.050 1.432 -12.872 0.1 0.0 -0.1 0.545
H -6.565 0.522 -13.776 0.3 -0.2 -0.4 0.363
H -5.532 1.897 -13.491 0.1 -0.1 0.5 0.334
H -5.868 0.576 -12.214 -0.3 1.0 0.3 0.366
C 8.678 0.190 -9.436 -0.1 0.3 -1.4 -1.291
C 7.678 0.010 -10.648 0.8 0.8 1.4 0.202
N 6.386 -0.589 -10.214 -1.6 -2.1 -0.2 0.521
C 5.208 0.062 -9.827 0.7 -0.8 0.7 -0.636
C 4.247 -0.886 -9.493 1.4 0.5 -1.1 -0.699
N 4.790 -2.137 -9.800 3.3 1.9 -0.3 0.272
C 6.108 -1.915 -10.202 -1.7 1.0 0.3 -0.576
C 4.268 -3.491 -9.726 -1.2 0.2 -0.3 -0.040
H 9.246 -0.731 -9.312 -0.6 -0.2 0.8 0.351
H 8.237 0.677 -8.566 -0.1 -0.6 0.1 0.340
H 9.498 0.851 -9.716 -0.2 0.4 -0.5 0.438
H 8.204 -0.599 -11.383 -0.6 -0.2 -0.1 -0.134
H 7.417 0.954 -11.126 0.1 0.0 0.1 0.041
H 5.285 1.123 -9.641 -0.4 -0.1 -0.1 0.761
H 3.243 -0.692 -9.149 0.0 -0.4 0.1 0.625
H 6.785 -2.683 -10.544 -0.1 -0.1 0.1 0.558
H 3.266 -3.452 -9.299 0.2 0.0 0.4 -0.078
H 4.911 -4.157 -9.151 -0.2 0.1 -0.1 0.390
H 4.105 -3.805 -10.757 0.4 -0.4 0.1 -0.176
C 4.862 -6.257 -22.597 0.8 0.0 -0.2 -0.934
C 3.910 -5.167 -23.100 0.6 -1.5 0.4 -0.388
N 3.664 -4.226 -22.019 2.6 0.8 1.1 0.221
C 2.534 -4.197 -21.277 0.4 3.3 0.7 -0.507
C 2.689 -3.050 -20.435 -0.4 -2.5 -0.9 -0.778
N 3.989 -2.621 -20.577 0.1 -0.1 0.1 0.241
C 4.624 -3.360 -21.493 -2.7 -1.1 -1.0 -0.081
C 4.612 -1.558 -19.756 0.1 0.2 -0.1 -0.702
H 5.850 -5.854 -22.378 0.0 0.2 0.0 0.342
H 5.065 -7.035 -23.333 -0.4 0.1 -0.1 0.415
H 4.521 -6.743 -21.683 -0.3 0.0 0.0 0.121
H 2.955 -5.651 -23.304 0.0 0.4 -0.5 0.248
H 4.339 -4.661 -23.964 -0.4 0.0 0.0 0.347
H 1.733 -4.868 -21.548 -0.2 0.4 0.3 0.498
H 1.979 -2.578 -19.772 0.3 0.1 0.1 0.675
H 5.662 -3.357 -21.793 -0.1 0.4 0.0 0.430
H 5.636 -1.375 -20.083 0.0 -0.4 0.0 0.397
H 4.564 -1.853 -18.708 0.0 0.0 -0.1 0.100
H 4.108 -0.601 -19.894 -0.4 -0.3 0.0 0.324
C 3.295 -2.395 -13.283 -0.2 -0.1 -1.2 0.528
C 2.193 -3.381 -13.790 0.4 0.5 0.5 0.386
N 1.925 -4.390 -12.744 -1.4 -0.3 3.2 1.360
C 2.757 -5.450 -12.330 -1.5 0.6 0.7 -1.201
C 2.204 -5.969 -11.150 -0.1 0.0 -1.8 -1.508
N 0.999 -5.307 -10.903 2.0 1.0 -1.1 1.910
C 0.952 -4.265 -11.763 -0.2 -1.3 -1.0 -0.865
C 0.086 -5.663 -9.813 -0.7 0.1 0.5 -0.201
H 2.968 -1.909 -12.364 0.3 -0.5 0.4 0.058
H 3.536 -1.544 -13.921 -0.7 0.0 -0.6 -0.404
H 4.273 -2.876 -13.286 -0.1 -0.4 1.0 0.016
H 2.402 -3.916 -14.716 0.6 0.1 0.1 -0.022
H 1.248 -2.881 -14.007 0.0 0.2 0.3 -1.119
H 3.602 -5.599 -12.987 0.3 -0.6 0.6 0.804
H 2.452 -6.800 -10.507 0.4 -0.1 0.0 0.781
H 0.119 -3.579 -11.732 0.3 0.2 -0.3 0.485
H -0.462 -6.594 -9.958 0.4 -0.2 -0.6 -0.098
H -0.719 -4.934 -9.715 0.5 0.3 0.0 -0.446
H 0.627 -5.807 -8.878 0.3 0.3 -0.1 0.299
Cl 6.627 -4.744 -12.557 0.1 0.3 -0.6 -0.688
Cl 3.386 -6.092 -7.514 -0.6 0.6 -0.2 -0.662
Cl 1.811 -8.155 -15.580 0.2 0.7 -0.2 -0.702
Cl 2.972 -10.074 -9.531 0.2 0.6 -0.8 -0.658
Cl -2.419 -5.012 -12.368 -0.2 -0.2 -0.6 -0.639
Cl 0.384 -2.180 -8.718 -0.3 -0.1 -0.3 -0.807
C 6.028 2.725 -15.445 0.4 -1.3 1.8 0.438
F 4.813 3.207 -15.295 -1.6 -0.1 0.0 -0.224
F 6.091 2.038 -16.591 0.3 0.3 0.4 -0.207
F 6.812 3.761 -15.412 1.2 0.2 -0.5 -0.189
S 6.397 1.603 -13.852 -0.6 0.8 0.7 0.946
O 7.721 1.070 -13.994 0.2 -0.6 -0.8 -0.667
O 6.349 2.564 -12.730 -0.5 0.1 -0.6 -0.893
O 5.305 0.617 -13.744 0.5 0.4 -0.7 -0.174
C 2.234 0.394 -16.085 0.0 -2.4 0.1 0.060
F 1.355 1.311 -16.455 1.1 0.6 -0.5 -0.209
F 3.562 0.635 -16.240 -2.2 0.4 -0.3 -0.057
F 2.010 0.222 -14.761 0.4 -0.1 0.0 0.085
S 1.695 -1.275 -16.998 0.7 0.8 -2.5 0.814
O 2.813 -2.212 -16.968 -0.1 0.2 1.0 -0.434
O 0.527 -1.698 -16.210 0.2 0.3 -0.5 -0.302
O 1.453 -0.884 -18.429 -0.5 -0.2 2.8 -0.813
C -3.793 -5.532 -5.914 -1.8 -1.7 -1.0 0.207
F -3.595 -6.532 -5.010 0.1 1.2 -1.0 -0.115
F -5.025 -5.008 -5.676 1.6 -0.1 -0.1 -0.208
F -2.834 -4.636 -5.825 0.2 0.6 0.6 -0.120
S -3.776 -6.200 -7.720 -1.8 -4.1 1.4 1.024
O -2.443 -6.808 -7.884 -1.0 0.6 0.4 -0.473
O -4.950 -7.145 -7.751 3.0 2.0 0.1 -0.724
O -3.983 -5.061 -8.576 0.1 2.1 -0.8 -0.751
```
Positions in Å, forces in eV/Å.

Calculated values
Net charge   +7
Lowest unoccupied orbital energy   -13.0 eV
Max |F|   6.2 eV/Å
Kohn-Sham gap   5.09 eV